Below is an isolated molecule of C4H7NS in a non-equilibrium geometry, with properties calculated with wB97M-V/def2-TZVPD.

```
13
C4H7NS, DFT wB97M-V/def2-TZVPD
C 0.55 -1.24 0.17
N 0.98 -0.32 -0.85
C 0.53 1.05 -0.35
C -0.77 0.94 0.21
S -1.79 -0.34 -0.60
C -0.61 -0.45 0.77
H 0.15 -2.28 -0.35
H 1.64 -1.31 0.78
H 0.32 -0.55 -1.51
H 0.37 1.55 -1.30
H 1.17 1.58 0.34
H -1.21 1.79 1.01
H -1.34 -0.42 1.68
```

Results
total energy = -609.4208 a.u.
maximum force = 4.98 eV/A

=====

Below is a 2-piece molecular cluster, C4H7NS2 overall in a non-equilibrium geometry, with properties calculated with wB97M-V/def2-TZVPD.

```
14
C4H7NS2, DFT wB97M-V/def2-TZVPD
C 1.28 0.07 0.46
C -0.31 -1.86 -0.11
C 0.24 -1.21 -1.30
C 1.07 -1.26 -0.07
N 1.40 1.14 0.90
S -1.29 2.35 1.08
S -2.52 3.47 0.01
H -1.02 -1.27 0.28
H -0.43 -3.00 -0.07
H 0.43 -1.79 -2.23
H 0.03 -0.23 -1.72
H 2.00 -1.95 0.19
H -0.80 3.01 2.26
H -0.06 2.52 0.33
```

Results
total energy = -1007.6156 a.u.
maximum force = 4.05 eV/A

=====

Below is an isolated molecule of C4H7NS2 in a non-equilibrium geometry, with properties calculated with wB97M-V/def2-TZVPD.

```
14
C4H7NS2, DFT wB97M-V/def2-TZVPD
H 1.86 -2.14 1.50
N 1.44 -2.31 0.60
C 1.00 -1.36 -0.06
C 0.89 0.04 0.41
C -0.15 0.87 -0.39
C -1.58 0.27 -0.34
S -1.58 -1.31 -0.02
S -2.89 1.40 -0.28
H 0.71 -1.47 -1.11
H 0.85 0.15 1.54
H 1.88 0.50 0.26
H -0.19 1.89 0.02
H -0.08 1.09 -1.39
H -2.15 2.38 -0.75
```

Results
total energy = -1007.6641 a.u.
maximum force = 3.28 eV/A

=====

Below is C4H7NSi as an isolated structure in a non-equilibrium geometry, with properties calculated with wB97M-V/def2-TZVPD.

```
13
C4H7NSi, DFT wB97M-V/def2-TZVPD
C 1.75 -0.27 -1.04
C 0.34 -0.73 -1.07
C 1.31 0.92 -0.91
C -0.47 -0.33 -0.06
N -1.78 -0.64 -0.11
Si 0.16 0.84 1.34
H 2.77 -0.82 -1.23
H -0.07 -1.34 -1.94
H -2.44 -0.30 0.59
H -2.19 -0.93 -0.95
H -0.89 0.40 2.28
H -0.01 2.26 1.01
H 1.50 0.93 2.11
```

Results
total energy = -500.6671 a.u.
maximum force = 4.49 eV/A

=====

Below is C4H7NaO2 as an isolated structure in a non-equilibrium geometry, with properties calculated with wB97M-V/def2-TZVPD.

```
14
C4H7NaO2, DFT wB97M-V/def2-TZVPD
H -0.12 -0.45 1.78
O 3.47 -0.11 -1.05
C 2.95 0.62 0.08
C 1.61 1.19 -0.24
C 0.49 0.38 -0.48
C -0.73 0.86 -1.00
O -1.86 0.21 -0.94
Na -2.88 -1.73 -0.13
H 4.12 -0.75 -0.73
H 3.67 1.42 0.33
H 2.88 -0.06 0.95
H 0.67 -0.69 -0.63
H 1.45 2.23 0.04
H -0.75 1.87 -1.45
```

Results
total energy = -469.2323 a.u.
net charge = -1
2S+1 = 2
maximum force = 2.01 eV/A

=====

Below is C4H7NaO3 as an isolated structure in a non-equilibrium geometry, with properties calculated with wB97M-V/def2-TZVPD.

```
15
C4H7NaO3, DFT wB97M-V/def2-TZVPD
H -0.81 0.82 -3.75
Na -1.21 6.91 -3.13
O -0.77 4.45 -2.59
C -1.07 3.27 -2.63
O -0.14 2.35 -2.56
C -0.49 1.01 -2.73
H -2.39 0.86 -2.30
H 0.19 0.36 -2.20
O -3.99 1.30 -0.84
C -3.69 1.26 -2.02
C -4.70 0.92 -3.06
H -2.30 2.77 -2.38
H -5.15 -0.06 -2.88
H -5.47 1.70 -3.07
H -4.22 0.93 -4.05
```

Results
total energy = -544.2677 a.u.
net charge = +1
2S+1 = 2
maximum force = 4.63 eV/A

=====

Below is a 2-piece molecular cluster, C4H7O12PS overall, with properties calculated with wB97M-V/def2-TZVPD.

```
25
C4H7O12PS, DFT wB97M-V/def2-TZVPD
O -2.08 -3.41 0.70
C -1.26 -2.83 0.05
O -0.03 -2.51 0.63
C 0.00 -1.11 0.86
C 1.15 -0.81 1.81
O 0.76 0.19 2.79
C 1.01 1.46 2.48
O 1.35 2.31 3.25
O 0.80 1.67 1.14
P 0.76 3.18 0.54
O 1.98 3.97 0.63
O 0.29 2.88 -0.92
O -0.50 3.82 1.28
H -1.35 -2.42 -0.97
H 0.12 -0.60 -0.10
H -0.93 -0.79 1.35
H 2.06 -0.50 1.30
H 1.36 -1.71 2.38
H -0.26 2.09 -1.05
H -0.17 4.51 1.88
O -0.13 -3.05 -4.31
S -1.01 -1.88 -4.03
O -0.59 -0.70 -4.82
O -0.90 -1.54 -2.56
O -2.43 -2.22 -4.32
```

Results
total energy = -1799.2055 a.u.
net charge = -2
maximum force = 0.75 eV/A

=====

Below is a 2-piece molecular cluster, C4H7O2 overall in a non-equilibrium geometry, with properties calculated with wB97M-V/def2-TZVPD.

```
13
C4H7O2, DFT wB97M-V/def2-TZVPD
C -1.14 -0.91 0.12
C 0.06 -0.52 -0.68
C 0.53 -1.21 -1.73
H -1.88 -0.10 0.05
H -1.67 -1.77 -0.33
H -0.90 -1.08 1.16
H 0.64 0.31 -0.32
H 1.49 -0.93 -2.14
H 0.05 -2.12 -2.08
O 0.22 0.98 1.84
C 0.73 2.07 1.49
O 0.95 2.46 0.32
H 0.93 2.82 2.29
```

Results
total energy = -307.1168 a.u.
net charge = -1
maximum force = 1.46 eV/A

=====

Below is C4H7O2Pt as an isolated structure in a non-equilibrium geometry, with properties calculated with wB97M-V/def2-TZVPD.

```
14
C4H7O2Pt, DFT wB97M-V/def2-TZVPD
O -1.59 0.46 1.21
C -0.50 1.08 1.34
C 0.53 1.10 0.36
H 1.52 1.38 0.75
H -0.19 1.28 2.39
H 0.21 1.56 -0.58
Pt -2.30 -0.92 1.67
C 0.03 -1.08 -1.33
C 0.69 -0.76 -0.09
O -0.35 -0.04 -2.21
H -0.71 -1.90 -1.34
H 1.73 -1.12 -0.16
H 0.69 -1.01 0.98
H 0.23 -0.04 -2.98
```

Results
total energy = -426.0118 a.u.
2S+1 = 4
maximum force = 13.27 eV/A

=====

Below is an isolated ion of composition C4H7O2Si and charge -1 in a non-equilibrium geometry, with properties calculated with wB97M-V/def2-TZVPD.

```
14
C4H7O2Si, DFT wB97M-V/def2-TZVPD
O 0.97 -2.09 -1.54
C 0.42 -1.22 -0.91
O -0.98 -1.05 -1.19
Si -2.03 0.00 -0.64
C 0.83 -0.55 0.17
C 1.98 0.17 0.59
C 0.60 0.78 0.87
H -3.09 0.33 -1.80
H -1.66 1.29 0.26
H -2.70 -0.66 0.41
H 2.63 0.80 0.03
H 2.61 -0.13 1.56
H 0.15 0.68 1.88
H 0.25 1.66 0.31
```

Results
total energy = -596.5393 a.u.
net charge = -1
maximum force = 4.17 eV/A

=====

Below is C4H7O2Tl as an isolated structure in a non-equilibrium geometry, with properties calculated with wB97M-V/def2-TZVPD.

```
14
C4H7O2Tl, DFT wB97M-V/def2-TZVPD
H 0.44 2.89 1.45
O -2.17 1.21 0.25
C -1.07 0.70 -0.32
C -0.78 -0.61 -0.26
C 0.46 -1.18 -0.90
C 1.41 -1.30 0.24
O 1.69 -0.39 1.01
Tl 1.16 1.38 1.59
H -2.25 2.15 0.08
H -0.44 1.40 -0.88
H -1.44 -1.29 0.29
H 0.87 -0.51 -1.67
H 0.27 -2.17 -1.33
H 1.84 -2.29 0.44
```

Results
total energy = -478.7348 a.u.
net charge = +2
maximum force = 3.46 eV/A

=====

Below is an isolated molecule of C4H7O3 in a non-equilibrium geometry, with properties calculated with wB97M-V/def2-TZVPD.

```
14
C4H7O3, DFT wB97M-V/def2-TZVPD
C -1.87 -0.57 0.38
O -1.68 -0.80 1.66
C -0.60 -0.09 -0.35
C 0.38 0.72 0.40
C 1.73 0.55 -0.22
O 2.07 -0.79 -0.31
O 2.61 1.27 -0.55
H -2.20 -1.45 -0.19
H -2.60 0.23 0.18
H -0.87 0.61 -1.24
H -0.18 -0.95 -0.78
H 0.02 1.77 0.58
H 0.42 0.44 1.47
H 2.77 -0.94 -1.04
```

Results
total energy = -382.2370 a.u.
2S+1 = 2
maximum force = 3.20 eV/A